# 1
This record from OMol25 describes C4H5NO in the gas phase. The level of theory is ωB97M-V/def2-TZVPD.

Output
energy above the lowest of the compared OMol25 structures with the same formula, charge and spin	127.1	kcal/mol
E_LUMO	-0.0164	Ha
E	-7761.0138	eV
HOMO level	-0.3486	Eh
gap between HOMO and LUMO	9.04	eV

```
11
Properties=species:S:1:pos:R:3:forces:R:3
C 0.37718 1.25343 -0.19247 -0.1 0.0 0.0
C 0.68539 -0.20988 -0.03777 0.1 0.2 -0.2
O -0.25596 -0.95379 0.87258 -0.3 -0.1 0.1
C 0.11414 -1.19708 -1.00840 0.3 0.0 0.1
C -1.53610 -0.70328 0.77916 -1.1 0.2 0.1
N -2.68488 -0.53454 0.79499 1.3 -0.1 0.1
H 0.53460 1.80517 0.74058 0.0 -0.1 -0.1
H 1.05724 1.66228 -0.94934 -0.1 -0.1 0.1
H -0.64715 1.39874 -0.54734 0.1 0.0 0.0
H 1.65861 -0.39480 0.42981 -0.2 0.0 -0.1
H 0.69693 -2.12624 -0.88180 0.0 0.1 0.0
```
Positions in Å, forces in eV/Å.



# 2
This record from OMol25 describes a molecular structure, C45H45AuN3O3Te. The level of theory is ωB97M-V/def2-TZVPD.

Output
multiplicity	4
energy above the lowest of the compared OMol25 structures with the same formula, charge and spin	109.5	kcal/mol
E_LUMO (spin up / spin down)	0.0099 / -0.0598	Ha
E	-68985.5667	eV
expectation value of S²	3.78
HOMO level (spin up / spin down)	-0.2453 / -0.2459	Eh
gap between HOMO and LUMO (spin up / spin down)	6.95 / 5.07	eV

```
98
Properties=species:S:1:pos:R:3:forces:R:3
Au 1.59583 -0.94480 1.58104 0.5 0.5 0.2
C 2.09983 -2.69047 -1.00654 -0.2 0.0 -0.1
N 2.41132 -2.64695 0.39310 -0.1 -0.4 0.1
C 3.85338 -2.61504 0.47691 0.2 0.1 0.0
C 4.32354 -2.02321 1.75453 0.2 -0.2 -0.1
C 5.43201 -2.23813 2.54796 -0.2 -0.1 -0.2
C 5.37357 -1.26475 3.56626 0.0 0.2 0.1
C 4.23904 -0.51330 3.33398 0.2 0.1 0.2
N 3.61747 -0.96065 2.22016 -0.2 -0.2 -0.3
C 2.71612 -0.46228 -2.16222 0.2 0.0 -0.1
C 1.31005 -0.07223 -2.74875 0.0 0.2 0.2
C 1.22668 1.12149 -3.57634 0.3 0.3 -0.2
C 2.27900 1.92868 -3.78487 -0.4 -0.2 0.0
C 3.59724 1.53483 -3.35539 0.1 -0.1 0.1
C 3.80271 0.39981 -2.67794 0.0 0.2 0.0
H 1.07921 -2.36217 -1.19259 0.0 -0.1 0.0
H 2.16763 -3.73991 -1.32991 0.0 0.0 0.0
H 4.23438 -3.63781 0.33865 0.0 0.0 0.0
H 6.17395 -3.00386 2.41936 0.1 -0.1 0.0
H 6.08353 -1.11480 4.35860 0.1 0.0 0.1
H 3.85669 0.32780 3.87662 -0.1 0.2 0.2
H -0.44874 -0.65273 -3.25261 0.2 -0.2 0.1
H 0.26044 1.33655 -4.01169 -0.2 0.1 0.0
H 2.15932 2.83024 -4.36367 0.0 0.1 -0.1
H 4.44340 2.11855 -3.68374 0.1 0.1 0.0
H 4.80585 0.04036 -2.51211 0.2 0.0 0.0
C 1.44639 -0.89000 6.11420 0.0 -0.1 -0.2
C 0.91687 -0.65236 4.71556 0.1 -0.4 -0.2
O 1.03959 -1.55489 3.89115 -0.2 0.3 0.4
C 0.25412 0.62955 4.40625 0.1 0.0 0.0
C 0.27736 1.65430 5.36211 -0.1 0.1 -0.1
C -0.35531 2.86329 5.17549 0.1 -0.1 0.0
C -1.06950 3.05962 3.99738 0.0 0.0 0.1
C -1.10961 2.08105 3.03558 -0.1 0.2 -0.2
C -0.42826 0.85870 3.18070 -0.1 0.5 0.5
O -0.45744 0.00258 2.20194 0.0 -0.8 -0.1
H 1.90374 -1.87376 6.13306 0.0 0.0 0.0
H 0.64282 -0.83830 6.84785 0.0 0.0 0.0
H 2.19677 -0.14995 6.38052 0.1 0.1 0.0
H 0.81727 1.49141 6.28005 0.1 0.0 0.1
H -0.29540 3.63912 5.92339 0.0 0.0 0.1
H -1.59654 3.98812 3.83190 -0.1 0.1 0.0
H -1.65570 2.23979 2.10973 0.2 0.0 0.3
C -7.69733 -1.67794 0.97209 -0.1 0.0 0.0
C -6.26180 -1.29638 0.77659 0.0 0.0 0.0
C -5.83061 0.00600 0.97601 -0.1 0.0 0.0
C -4.50433 0.36974 0.79811 -0.1 0.2 0.0
C -4.09151 1.78212 1.08302 -0.1 0.1 0.2
C -3.58876 -0.59477 0.38729 0.3 0.0 0.1
Te -1.53764 -0.11990 0.05607 -0.4 -0.3 -0.4
N 1.16479 0.27054 -0.21139 -0.4 0.3 0.9
C 1.69183 0.13062 -1.29260 0.2 -0.1 -0.9
O 0.38661 -1.07660 -2.99143 -0.4 -0.1 -0.3
C 3.17205 -1.87668 -1.78741 -0.1 0.0 -0.1
C 3.57776 -2.59388 -3.04044 0.1 -0.1 0.0
C 4.82738 -2.98578 -3.27990 -0.2 0.0 -0.1
C 5.91185 -2.69152 -2.35334 0.1 0.1 0.2
C 5.67287 -2.08100 -1.19194 0.1 0.0 -0.1
C 4.29956 -1.73745 -0.73584 0.1 0.0 0.1
C -1.83136 1.39408 -1.41516 0.0 -0.2 0.0
C -2.65139 1.15520 -2.52583 0.1 0.0 -0.2
C -3.44649 -0.10361 -2.71864 -0.1 -0.1 -0.1
C -2.71994 2.12065 -3.52223 0.0 0.0 0.0
C -1.99999 3.30404 -3.45197 0.0 0.0 0.1
C -2.06347 4.31868 -4.55175 0.0 0.1 0.0
C -1.21729 3.51787 -2.33185 -0.1 0.0 0.0
C -1.12065 2.58766 -1.30311 0.0 0.2 0.0
C -0.27397 2.96996 -0.12872 0.1 0.0 0.2
C -3.98736 -1.92442 0.20460 -0.1 0.0 0.0
C -3.07308 -3.03210 -0.24046 0.2 -0.1 0.0
C -5.32600 -2.24400 0.39339 0.1 0.1 0.0
H -8.26528 -0.86217 1.41228 0.0 0.0 0.0
H -7.78195 -2.54554 1.62493 0.0 0.0 0.0
H -8.16073 -1.93837 0.01994 0.0 0.0 0.0
H -6.54169 0.75775 1.28976 -0.1 0.1 0.0
H -4.96506 2.42177 1.19521 0.0 0.0 0.0
H -3.47002 2.19277 0.28873 0.0 0.1 0.0
H -3.52160 1.82592 2.01750 -0.2 0.0 -0.2
H 2.78853 -2.79047 -3.75302 -0.1 0.0 -0.1
H 5.06044 -3.51949 -4.19012 0.0 0.0 -0.1
H 6.92105 -2.95536 -2.63955 0.0 0.0 0.0
H 6.47696 -1.83858 -0.51150 0.1 0.0 0.1
H 4.29467 -0.71410 -0.34190 0.0 -0.1 0.0
H -2.90488 -0.98989 -2.38662 0.0 -0.1 0.0
H -3.68910 -0.22887 -3.77265 0.0 0.0 0.0
H -4.38005 -0.07392 -2.15777 0.0 0.0 0.0
H -3.35225 1.93374 -4.38013 0.0 0.0 -0.1
H -2.47595 3.88896 -5.46058 0.0 0.0 -0.1
H -1.07285 4.71093 -4.77362 0.1 0.0 0.0
H -2.69132 5.16083 -4.26438 -0.1 0.1 0.0
H -0.65797 4.43880 -2.24097 0.1 0.1 0.0
H 0.75334 3.13619 -0.45008 0.1 0.0 0.0
H -0.24407 2.21913 0.65836 0.1 0.1 -0.2
H -0.64516 3.90343 0.29774 0.0 0.0 0.1
H -2.02743 -2.86794 0.01897 -0.1 0.0 0.0
H -3.12756 -3.16208 -1.32370 0.0 0.0 0.0
H -3.38170 -3.97170 0.21490 0.0 0.0 0.0
H -5.64076 -3.26636 0.23943 0.0 -0.2 0.0
```
Positions in Å, forces in eV/Å.



# 3
This record from OMol25 describes C17H11FN6O in the gas phase. The level of theory is ωB97M-V/def2-TZVPD.

Output
energy above the lowest of the compared OMol25 structures with the same formula, charge and spin	11.1	kcal/mol
E_LUMO	-0.0175	Ha
E	-31510.6668	eV
SMILES	NC(=O)c1cnc2ccc(-c3cccnc3-c3cc(F)ccn3)nn12
HOMO level	-0.3215	Eh
gap between HOMO and LUMO	8.27	eV

```
36
Properties=species:S:1:pos:R:3:forces:R:3
N -0.47521 -1.99831 -2.33572 -3.0 1.9 2.6
C -1.76727 -2.18003 -1.74131 1.2 -2.0 -2.2
O -2.40144 -3.26174 -1.77803 1.7 2.6 0.1
C -2.39621 -0.94905 -1.25420 -2.6 -3.3 0.4
C -3.77654 -0.88871 -0.98046 -0.2 0.3 0.8
N -4.02810 0.32660 -0.35917 -1.6 -2.0 -1.2
C -2.87623 0.92367 -0.28192 -0.8 -0.4 0.6
C -2.61392 2.13467 0.31137 1.5 1.5 1.5
C -1.29679 2.48619 0.40961 0.4 -2.0 -0.5
C -0.26531 1.56625 -0.12169 -1.3 1.0 -0.3
C 1.15135 1.88980 0.12505 0.4 -1.5 0.8
C 1.66810 3.20875 0.00402 0.1 -2.8 0.4
C 2.93465 3.40034 0.47023 0.2 -2.4 -0.1
C 3.77467 2.31173 0.86968 -1.2 2.7 -0.5
N 3.26530 1.11949 0.92331 -0.2 -2.5 0.8
C 1.95329 0.82302 0.67651 0.1 3.3 0.3
C 1.42412 -0.54925 1.06111 -1.5 -1.7 -0.2
C 2.00769 -1.56859 0.31224 0.0 -0.6 -0.7
C 1.46635 -2.89409 0.32815 0.6 3.2 -0.4
F 1.90725 -3.67258 -0.64158 0.1 -1.1 0.0
C 0.41909 -3.18460 1.18155 0.1 -1.5 0.1
C -0.05174 -2.17934 1.97718 -0.6 2.8 1.1
N 0.32223 -0.81670 1.85323 0.9 -1.7 0.3
N -0.54745 0.45779 -0.76550 -0.2 0.6 0.9
N -1.86459 0.11311 -0.68968 2.3 2.1 -1.2
H -0.04579 -1.06917 -2.21408 -0.2 -1.0 -0.3
H -0.10546 -2.69796 -2.89431 0.8 -1.4 -0.9
H -4.53979 -1.74324 -1.07335 1.4 1.8 -0.1
H -3.38328 2.66384 0.88524 0.2 -0.2 -0.7
H -0.95918 3.24702 1.06292 0.2 0.9 0.2
H 1.09396 3.91637 -0.53554 -0.4 0.9 0.0
H 3.34598 4.32192 0.42872 1.3 2.9 -0.1
H 4.83355 2.65145 1.12676 -1.3 -1.5 -0.2
H 2.74788 -1.19379 -0.44645 -0.6 -1.2 0.9
H -0.07856 -4.16098 1.33974 0.7 0.5 -0.6
H -0.84259 -2.55388 2.76638 1.5 1.7 -1.6
```
Positions in Å, forces in eV/Å.



# 4
This record from OMol25 describes C4H10N2O2 in the gas phase. The level of theory is ωB97M-V/def2-TZVPD.

Output
energy above the lowest of the compared OMol25 structures with the same formula, charge and spin	208.3	kcal/mol
E_LUMO	0.0266	Ha
E	-11377.8708	eV
SMILES	CO/C(=N\O)N(C)C
HOMO level	-0.2905	Eh
gap between HOMO and LUMO	8.63	eV

```
18
Properties=species:S:1:pos:R:3:forces:R:3
C -2.08570 1.32845 0.41923 -1.6 2.5 -5.5
O -0.91223 1.09449 -0.36352 2.0 -2.5 1.4
C -0.42718 -0.09785 0.08529 -1.2 -2.9 -2.7
N -1.09126 -1.31087 0.12225 3.2 3.6 1.1
O -2.47969 -1.28605 -0.18091 0.9 -4.1 -3.0
N 0.92000 -0.09902 0.21827 3.0 -2.1 -0.2
C 1.58756 -1.49971 0.10552 3.6 1.1 1.4
C 1.81111 1.06269 -0.17836 1.6 -0.5 1.4
H -1.92369 2.47185 0.44291 -1.0 -1.7 2.2
H -2.74996 1.36250 -0.61441 -0.3 -0.6 3.5
H -2.17542 0.42438 1.09347 -0.9 2.2 0.0
H -2.36895 -2.25086 -0.73915 -1.4 4.1 2.3
H 1.39118 -1.92854 -0.92300 -0.3 0.0 1.6
H 1.58345 -2.20792 1.11788 -0.9 1.8 -3.0
H 2.80664 -1.26134 0.06311 -3.2 -0.4 0.1
H 2.45228 1.51432 0.89359 -1.4 -1.8 -3.5
H 2.54067 0.81306 -1.23468 -2.2 0.8 3.6
H 1.12120 1.87042 -0.32747 0.0 0.4 -0.7
```
Positions in Å, forces in eV/Å.



# 5
This record from OMol25 describes a molecular structure, C9H16Cl3N3O3PdS. The level of theory is ωB97M-V/def2-TZVPD.

Output
energy above the lowest of the compared OMol25 structures with the same formula, charge and spin	1.2	kcal/mol
E_LUMO	0.0149	Ha
E	-72088.6102	eV
HOMO level	-0.2992	Eh
gap between HOMO and LUMO	8.55	eV

```
36
Properties=species:S:1:pos:R:3:forces:R:3
Pd 0.91847 0.09159 -0.66247 -1.6 -0.5 -0.4
C 2.76573 0.48601 -1.10188 0.5 0.0 0.1
H 3.32181 -0.41788 -1.34950 0.1 0.0 0.0
H 3.19547 1.00052 -0.24074 0.0 0.0 0.0
H 2.70254 1.15504 -1.95956 0.0 0.0 0.0
Cl -1.32227 4.50049 0.42184 0.0 0.0 0.0
C -0.44292 4.03868 -1.03938 0.0 0.0 0.0
Cl 0.96564 5.10578 -1.24962 0.0 0.0 0.0
Cl -1.52065 4.21095 -2.43384 0.0 0.0 0.0
C 0.11626 2.58889 -0.93067 0.1 0.1 0.0
O 0.24159 1.94881 -1.99146 0.0 0.3 -0.1
O 0.44300 2.19666 0.20464 0.1 -0.1 -0.1
C -1.10197 -2.17123 1.56320 0.0 -0.1 0.1
N 0.32261 -1.97836 1.72833 -0.2 0.2 -0.2
C 0.83243 -1.42113 2.97428 0.0 0.0 0.0
C 2.34111 -1.42182 2.73122 -0.1 0.1 0.0
N 2.38390 -1.34998 1.27843 0.0 -0.3 0.1
C 1.19837 -1.77293 0.71590 0.6 -0.5 0.5
S 1.03398 -2.30898 -0.90209 0.2 0.6 0.1
H -1.46614 -2.78966 2.38393 0.0 0.0 0.0
H -1.28264 -2.67813 0.61921 0.0 0.0 0.0
H -1.63165 -1.21818 1.55262 0.0 0.0 0.0
H 0.54098 -2.05085 3.81401 0.0 0.0 0.0
H 0.44188 -0.41063 3.13456 0.0 0.0 0.0
H 2.80888 -2.33663 3.10675 0.0 0.0 0.0
H 2.82917 -0.55947 3.18130 0.0 0.0 0.0
H 3.23227 -1.53089 0.76912 0.0 0.1 0.0
C -3.64095 -0.18712 -1.34480 0.0 0.0 0.0
C -2.14075 -0.12943 -1.47746 -0.1 0.0 0.0
N -1.66051 -0.09121 -2.72902 0.0 -0.1 0.0
O -1.42094 -0.13599 -0.47756 0.3 0.2 -0.1
H -4.04449 -1.01988 -1.92141 0.0 0.0 0.0
H -4.08196 0.73663 -1.72169 0.0 0.0 0.0
H -3.90264 -0.30435 -0.29782 0.0 0.0 0.0
H -2.28488 0.06157 -3.50035 0.0 0.0 0.0
H -0.69073 0.16308 -2.84803 0.0 0.1 0.0
```
Positions in Å, forces in eV/Å.



# 6
This record from OMol25 describes C17H23N5O2 in the gas phase. The level of theory is ωB97M-V/def2-TZVPD.

Output
energy above the lowest of the compared OMol25 structures with the same formula, charge and spin	41.5	kcal/mol
E_LUMO	0.0280	Ha
E	-29547.4370	eV
SMILES	CC(C)COc1ccc(-c2nnn(CC(=O)N3CCCC3)n2)cc1
HOMO level	-0.3048	Eh
gap between HOMO and LUMO	9.06	eV

```
47
Properties=species:S:1:pos:R:3:forces:R:3
C 5.22300 -3.16435 2.39971 -0.3 0.1 -0.1
C 3.75256 -3.08094 2.79940 0.1 0.2 0.1
C 3.39994 -4.15442 3.82434 -0.1 0.2 -0.2
C 3.44408 -1.68974 3.37235 -0.1 -0.5 0.1
O 3.64367 -0.65122 2.43600 0.1 0.2 -0.2
C 2.73575 -0.43778 1.45083 -0.1 0.2 -0.2
C 1.51315 -1.09281 1.31417 0.2 -0.1 0.3
C 0.66617 -0.76717 0.27307 0.1 0.3 -0.3
C 1.01880 0.21140 -0.65063 0.3 -0.2 0.5
C 0.13186 0.54328 -1.74022 -0.9 -0.1 -0.6
N 0.38499 1.49053 -2.67098 0.6 0.1 0.3
N -0.62052 1.50530 -3.46886 -0.5 0.3 -0.8
N -1.46790 0.59676 -3.04534 0.8 0.2 0.3
C -2.71964 0.33560 -3.67840 -0.8 -0.4 -0.2
C -3.92237 0.51275 -2.73353 0.4 0.1 -0.2
O -4.77069 -0.35132 -2.64269 -0.2 -0.3 -0.1
N -3.98831 1.66252 -2.05022 -0.2 0.2 0.2
C -3.10633 2.81219 -2.10630 0.4 0.4 -0.1
C -3.96098 3.94229 -1.53721 0.1 -0.1 0.1
C -4.79003 3.22219 -0.47601 0.0 0.0 -0.1
C -5.11028 1.89116 -1.14706 -0.4 -0.2 0.2
N -1.04854 -0.03078 -1.97019 0.2 -0.2 0.5
C 2.24142 0.87043 -0.51453 -0.2 -0.1 0.0
C 3.08532 0.54889 0.52173 0.1 -0.2 0.2
H 5.43158 -4.11253 1.91020 0.1 -0.1 0.0
H 5.85971 -3.08011 3.27799 0.1 0.0 0.1
H 5.47178 -2.35751 1.71464 0.1 0.0 -0.1
H 3.14198 -3.22863 1.90205 0.0 0.0 0.1
H 3.61976 -5.14125 3.42503 0.0 -0.1 0.0
H 2.34343 -4.11634 4.08126 -0.1 0.0 0.1
H 3.97985 -4.01480 4.73419 0.1 0.0 0.1
H 4.14503 -1.46520 4.18177 -0.1 -0.1 0.0
H 2.42638 -1.65501 3.78049 0.1 0.0 0.0
H 1.20783 -1.85609 2.01241 0.0 -0.1 0.1
H -0.28081 -1.27337 0.16410 -0.1 -0.1 0.0
H -2.74895 -0.70080 -4.02771 0.0 0.2 0.1
H -2.80052 1.01333 -4.53196 0.1 -0.1 0.1
H -2.22786 2.65371 -1.46799 0.0 0.0 -0.1
H -2.76743 3.01296 -3.12424 0.0 0.0 0.1
H -4.61258 4.34477 -2.31348 0.0 0.0 0.0
H -3.35662 4.75005 -1.13127 0.0 0.0 -0.1
H -4.18876 3.05953 0.41898 0.0 0.0 0.0
H -5.68825 3.76874 -0.19886 0.0 0.0 0.1
H -6.03597 1.93963 -1.73004 0.0 0.0 0.1
H -5.19807 1.05764 -0.44740 -0.1 0.1 -0.1
H 2.50965 1.62854 -1.23362 0.1 0.1 0.0
H 4.03374 1.04800 0.64400 0.1 0.1 0.0
```
Positions in Å, forces in eV/Å.



> What is the energy above the lowest of the compared OMol25 structures with the same formula, charge and spin in the first record?

127.1 kcal/mol



> Which of these has the lowest energy above the lowest of the compared OMol25 structures with the same formula, charge and spin?

C9H16Cl3N3O3PdS



> Which of these has the lowest E?

C9H16Cl3N3O3PdS



> Which of these has the lowest energy above the lowest of the compared OMol25 structures with the same formula, charge and spin?

C9H16Cl3N3O3PdS